*A*
ORCA calculation (wB97M-V/def2-TZVPD) on a 2-piece molecular cluster, C3H11NOS2 overall.

For the orbital gap, the calculation gives 9.393 eV. Its spin multiplicity is 1. The HOMO energy comes out at -9.09 eV.

Cartesian coordinates (Å):
C 0.58785 -0.31487 1.62373
H -2.08566 -2.46001 -4.79579
H -1.62501 0.02696 1.60238
C 0.71214 1.17634 1.55594
H -1.03643 -0.77992 3.17843
C -0.83500 -0.63204 2.08301
S 1.37331 3.25645 -0.45098
S 2.15827 1.74008 0.74098
H 0.71376 2.63242 -1.45072
O -2.02424 -1.76073 -5.46664
H -0.01812 -0.53471 -0.22415
H -1.11632 -1.70101 -5.63327
N 0.75461 -0.88705 0.21065
H 1.40249 -0.74131 2.23931
H -0.15819 1.50700 1.05990
H 0.71865 1.61113 2.48128
H 1.60280 -0.51519 -0.16813
H -1.12488 -1.62355 1.41408

Atom charges from the Löwdin analysis, given in e for atoms 1 to 5:
1. C -0.492
2. H 0.045
3. H 0.084
4. C -0.613
5. H 0.084


*B*
ORCA calculation (wB97M-V/def2-TZVPD) on a 2-piece molecular cluster, C3H11NOS2 overall.

For the orbital gap, the calculation gives 9.088 eV. Its spin multiplicity is 1. The HOMO energy comes out at -8.43 eV.

Cartesian coordinates (Å):
C -0.22149 -1.91965 -1.46461
H -0.33570 1.09995 -0.21510
H -0.79635 -1.45772 -2.24658
N 0.01654 -0.91253 -0.43903
H 0.58168 -1.19957 0.34858
C 0.22091 0.44061 -0.86648
H -0.19973 0.65396 -1.85013
S 2.27632 1.03346 0.93682
H 0.66826 -2.39577 -1.91487
H 1.74797 1.98278 -1.19381
H 0.03247 1.84037 2.07804
H -2.84097 -0.38356 3.35352
O -2.51858 0.20591 2.65367
H 2.40294 0.34330 -1.23497
C 1.63921 0.99036 -0.77119
H -0.79905 -2.74197 -1.02822
S 1.21507 2.46886 1.93637
H -3.08950 -0.04878 1.91799

Atom charges from the Löwdin analysis, given in e for atoms 1 to 5:
1. C -0.132
2. H 0.073
3. H 0.064
4. N -0.130
5. H 0.088


*C*
ORCA calculation (wB97M-V/def2-TZVPD) on a 2-piece molecular cluster, C3H11NOS2 overall.

For the orbital gap, the calculation gives 8.562 eV. Its spin multiplicity is 1. The HOMO energy comes out at -8.34 eV.

Cartesian coordinates (Å):
C 0.03893 -0.06787 0.73190
C 1.27709 0.85404 0.72349
H 0.98048 1.91747 2.56864
O 0.49272 -5.29915 0.37171
H -1.81073 0.25334 -2.73502
H 1.44558 4.07550 0.80326
C 0.96730 2.14695 1.51468
H -0.39876 -5.63596 0.22297
H 0.31613 -1.09763 0.50590
H -0.60353 0.00091 1.63292
H 2.09641 0.23018 1.12469
S -1.09009 -0.72991 -1.92222
H 2.61717 2.87340 0.62950
H 0.53886 -4.61868 1.02615
H -0.04649 2.51916 1.32085
H 1.40006 1.19675 -0.27456
S -1.26903 0.71625 -0.34692
N 1.93844 3.32837 1.24097

Atom charges from the Löwdin analysis, given in e for atoms 1 to 5:
1. C -0.544
2. C -0.282
3. H 0.091
4. O -0.052
5. H -0.129


*D*
ORCA calculation (wB97M-V/def2-TZVPD) on a 2-piece molecular cluster, C3H11NOS2 overall.

For the orbital gap, the calculation gives 9.451 eV. Its spin multiplicity is 1. The HOMO energy comes out at -8.86 eV.

Cartesian coordinates (Å):
C -0.59019 0.84382 -0.27354
H -1.47232 0.94676 0.35792
H -0.17773 1.82703 -0.48384
S -1.90948 0.91119 -2.69363
C 0.40924 0.12828 0.65763
S -1.15843 0.53802 -4.53738
H -1.36329 -0.92911 -1.25107
H -1.47473 -0.74794 -4.77649
H 0.02433 -0.36977 -1.93802
H 2.11479 -1.16776 2.50783
H 0.23058 -0.93938 0.76615
H 1.41121 0.21385 0.23829
H -0.32013 0.51397 2.57418
O 2.14790 -2.09202 2.76941
H 2.07859 -2.17944 3.72137
C -0.89557 0.01904 -1.50528
H 0.46394 1.74563 1.87199
N 0.48127 0.73782 1.99449

Atom charges from the Löwdin analysis, given in e for atoms 1 to 5:
1. C -0.283
2. H 0.107
3. H 0.107
4. S 0.413
5. C -0.300


Which structure loses on stability? *C* does.


*A*
ORCA calculation (wB97M-V/def2-TZVPD) on a 2-piece molecular cluster, C3H11NOS2 overall.

For the orbital gap, the calculation gives 8.857 eV. Its spin multiplicity is 1. The HOMO energy comes out at -8.47 eV.

Cartesian coordinates (Å):
H -1.71149 2.02743 -1.00553
H 1.80019 1.40404 -0.08732
H -0.80661 -0.00010 -2.68063
C -1.15990 1.08673 -0.88806
S 0.64387 -0.65959 3.21891
C 1.10107 0.63883 0.24704
C -0.28463 1.27242 0.41679
H 0.57631 -1.97669 2.94217
H 0.20552 -2.40908 0.06977
H -0.91740 0.69060 1.15622
H -0.28723 2.31244 0.71032
H 1.14296 -0.26053 -0.37027
H -1.85674 0.24703 -0.71865
N -0.31960 0.62649 -2.05726
H -0.26207 -3.78448 -0.03607
O 0.47542 -3.23553 -0.35341
S 1.74682 0.54695 2.01480
H -0.08648 1.47305 -2.57883

Atom charges from the Löwdin analysis, given in e for atoms 1 to 5:
1. H 0.096
2. H 0.060
3. H 0.059
4. C -0.246
5. S 0.265


*B*
ORCA calculation (wB97M-V/def2-TZVPD) on a 2-piece molecular cluster, C3H11NOS2 overall.

For the orbital gap, the calculation gives 9.165 eV. Its spin multiplicity is 1. The HOMO energy comes out at -8.52 eV.

Cartesian coordinates (Å):
C 1.49963 -0.86723 0.33231
H 2.57855 2.84335 -1.20477
H 1.13703 3.72534 -1.68402
H -4.76781 0.29005 0.19375
H 0.20209 -2.41426 -0.47108
H 2.08418 -1.17550 -0.52905
H -3.83864 -0.03052 1.43312
H 0.95610 -2.73439 1.11093
H 2.16664 -0.85138 1.20521
H -0.95567 -1.96220 2.07727
H -1.29101 -0.78423 0.90726
O -4.54402 -0.37376 0.85945
N -0.82204 -1.64011 1.12887
C 1.72499 2.83338 -1.87489
H 2.00819 2.87487 -2.93101
S 0.55550 1.43223 -1.46719
S 0.87937 0.82150 0.40397
C 0.42693 -1.98715 0.50986

Atom charges from the Löwdin analysis, given in e for atoms 1 to 5:
1. C -0.546
2. H 0.023
3. H 0.009
4. H 0.036
5. H 0.098


Which structure loses on stability? *A* does.


*A*
ORCA calculation (wB97M-V/def2-TZVPD) on a 2-piece molecular cluster, C6H12N2 overall.

For the orbital gap (spin up / spin down), the calculation gives 9.462 / 5.865 eV. Its spin multiplicity is 2. The HOMO energy (spin up / spin down) comes out at -13.92 / -13.92 eV. As for the net charge: +1.

Cartesian coordinates (Å):
N -1.26874 -1.18895 -1.57599
C 0.03989 -1.74319 -1.52601
H 0.62796 3.65052 -0.50035
H 0.73832 -1.70059 -2.33140
H -0.44629 2.36638 1.90285
H 1.52323 -1.59151 1.00731
C 0.58106 2.69689 -0.08466
C -0.03160 -2.32171 -0.21178
H -3.10019 -1.59128 -0.63113
C 1.08244 -2.53594 0.77192
H -0.21631 2.28681 -0.70043
H 1.22263 3.10756 1.86223
H 0.64786 -3.12804 1.54596
H 1.91676 -3.04611 0.28451
H 1.57180 2.29049 -0.33065
N -1.29359 -2.23164 0.37088
C 0.27176 2.99077 1.41379
C -2.06148 -1.67568 -0.58754
H -1.58709 -0.60734 -2.32620
H -0.21841 3.97257 1.64670

Atom charges from the Löwdin analysis, given in e for atoms 1 to 5:
1. N 0.112
2. C 0.175
3. H 0.031
4. H 0.148
5. H 0.043


*B*
ORCA calculation (wB97M-V/def2-TZVPD) on a 2-piece molecular cluster, C6H12N2 overall.

For the orbital gap (spin up / spin down), the calculation gives 10.165 / 5.713 eV. Its spin multiplicity is 2. The HOMO energy (spin up / spin down) comes out at -14.02 / -14.02 eV. As for the net charge: +1.

Cartesian coordinates (Å):
C 1.67156 1.14176 0.66920
H -1.90422 -1.00736 -1.96159
N 0.41573 2.32505 -0.65168
H -0.47763 3.62170 0.99068
H 2.16843 0.12920 2.50474
H -0.20669 2.46790 -1.58857
C -2.47801 -1.60977 -1.08692
H -2.46277 -3.41483 0.21721
H -1.23022 -2.27193 0.31494
C 2.63366 0.29367 1.44440
N 1.03755 2.13937 1.47935
H 1.68323 0.77096 -1.50311
H -0.91266 -3.21418 -0.93303
C 0.28894 2.87530 0.66815
C 1.30319 1.28935 -0.61159
H 2.85671 -0.68306 0.99943
H -2.84920 -0.99462 -0.30809
H 3.47189 0.93794 1.49424
C -1.72845 -2.76835 -0.41244
H -3.28105 -2.02809 -1.72532

Atom charges from the Löwdin analysis, given in e for atoms 1 to 5:
1. C -0.212
2. H 0.098
3. N 0.104
4. H 0.166
5. H 0.148


*C*
ORCA calculation (wB97M-V/def2-TZVPD) on a 2-piece molecular cluster, C6H12N2 overall.

For the orbital gap (spin up / spin down), the calculation gives 10.520 / 6.494 eV. Its spin multiplicity is 2. The HOMO energy (spin up / spin down) comes out at -14.61 / -14.61 eV. As for the net charge: +1.

Cartesian coordinates (Å):
H 1.97416 0.95442 0.61825
H -0.39415 1.25637 3.28506
H -1.31758 -0.74131 2.02104
N 1.94734 -1.00093 -0.25224
C -1.80014 0.23106 1.87197
C 0.77767 -0.32615 -2.02371
H -1.87834 2.04853 3.16049
N 1.14919 0.79575 -1.33746
H 1.69003 -2.38700 -1.73930
H -0.52757 0.75174 -3.21407
C 0.07747 -0.15562 -3.30068
H -1.38812 0.57841 0.91708
C -1.44762 1.04631 3.13890
H -2.88262 0.14622 1.83890
H 0.81380 0.18350 -4.04532
H 2.36935 -1.62363 0.43524
C 1.31107 -1.44571 -1.37861
H -0.48900 -1.01261 -3.63763
H -1.76903 0.34302 3.90577
C 1.78408 0.35763 -0.26371

Atom charges from the Löwdin analysis, given in e for atoms 1 to 5:
1. H 0.157
2. H 0.047
3. H 0.053
4. N 0.137
5. C -0.174


Which structure loses on stability? *B* does.


*A*
ORCA calculation (wB97M-V/def2-TZVPD) on a 12-piece molecular cluster, C6H37NO12 overall.

For the orbital gap, the calculation gives 9.145 eV. Its spin multiplicity is 1. The HOMO energy comes out at -9.19 eV.

Cartesian coordinates (Å):
H 3.25820 -0.46827 -2.88351
H 2.42005 0.23314 3.92998
O -1.48683 -0.53524 4.34887
C 1.44900 -2.19706 -0.11876
H -2.16116 3.58380 1.13524
H 1.27932 0.54060 1.03406
C -0.17100 1.04512 -0.10732
H -0.49292 4.03991 0.56778
H 2.64989 -2.85172 1.41591
H 1.15667 -3.89004 1.17936
H -0.11138 3.43996 -2.07656
H 0.64742 -2.74531 -0.95833
O -4.24049 -0.05497 0.36267
H -4.45900 -0.89467 0.42685
H -2.32642 2.55664 -1.30577
H -1.67714 -0.29144 3.39051
C 1.99678 -3.33064 0.64609
O -2.35396 -1.20298 -1.99399
H 0.53234 1.67149 -0.62163
H -1.86607 -1.31921 4.41348
C -1.26461 3.14288 0.50562
O -3.13951 -3.09090 0.03330
O -0.88089 1.23146 -3.65069
H -0.02009 0.88913 -3.77836
O 0.40687 3.74953 -2.92294
H -2.63190 -0.72703 -2.76801
O 2.62282 2.62831 -1.94383
H -0.91281 0.58791 -0.78204
H 2.11859 -1.55223 -0.56875
H -0.30372 1.59417 1.92958
H 2.34859 1.82310 -2.60358
H -2.12822 -2.86496 2.09491
N 0.90151 0.01824 0.43798
O -1.59751 3.01272 -0.84874
H -1.73744 1.13689 1.24189
H 4.43765 1.74772 -0.97007
C -0.81775 1.77406 1.08832
H 1.39532 3.75081 -2.70148
H 4.29352 0.24364 -0.67409
H -1.77017 -0.43391 -1.65052
H 2.68316 2.19439 -1.12411
O 1.87186 -0.42205 3.52063
H -2.34044 -2.91361 -0.58168
C 0.44358 -1.31950 0.78162
O -1.59351 -3.04810 2.97314
H -3.41923 0.16216 -0.11298
H 2.14248 -0.47451 -1.60868
H -3.86783 -2.60074 -0.28075
O 2.50012 -0.01631 -2.43224
H 1.01768 -0.20710 4.01648
H -0.80558 -3.20370 2.45800
O 4.48349 1.11006 -0.23448
H 2.55147 -4.06604 0.05505
H 0.38371 -1.61152 1.96202
H -0.89167 2.06119 -4.15624
H -0.52286 -1.63527 0.51078

Atom charges from the Löwdin analysis, given in e for atoms 1 to 5:
1. H 0.093
2. H 0.022
3. O -0.021
4. C -0.248
5. H 0.141


*B*
ORCA calculation (wB97M-V/def2-TZVPD) on a 13-piece molecular cluster, C6H37NO12 overall.

For the orbital gap, the calculation gives 9.556 eV. Its spin multiplicity is 1. The HOMO energy comes out at -9.39 eV.

Cartesian coordinates (Å):
O -1.15864 3.44521 2.27959
O 1.37992 -1.73820 -3.79650
H -0.95936 3.56115 1.34490
O -0.93226 -0.49630 2.62428
H -0.67327 0.28562 3.12857
H 1.49765 -2.10264 -4.69041
O 3.56460 -1.50952 0.07472
O 1.11658 -4.16770 -2.08431
O 0.05632 -2.92998 3.03482
H -0.45149 -2.09131 2.93660
H 1.88858 1.06065 3.32507
O 1.32463 -3.07744 0.52799
H 0.48627 2.37125 0.09672
H 0.38855 -4.69865 -2.42919
H 3.02678 -0.37096 1.85846
H -0.32299 3.68410 2.70286
O 3.90187 -1.26286 -2.67326
H 1.77051 1.06225 -1.30559
H -2.84867 -1.18177 -0.75687
H 1.15365 1.80400 -2.62563
C -1.83456 -0.79453 -0.66971
H -5.12629 1.78825 -0.51756
H 0.88547 2.07303 3.19587
C 0.57479 2.75790 -0.92958
H -0.71219 0.81939 0.01550
H 1.60898 -1.02855 1.76380
H -0.61181 3.26746 -2.59328
H 3.04866 -2.32208 -0.03650
H -3.70572 2.33913 -0.39179
H -1.35091 3.56873 -0.86945
H -1.89530 -0.32998 2.56249
C -0.79758 2.93118 -1.56391
H 3.63999 -1.41717 -1.74365
N 1.53207 1.96005 -1.70054
C -1.49225 1.61922 -1.77554
H 3.09914 -0.68199 -0.01230
H -1.32122 -1.12806 0.22754
C -1.64070 0.71734 -0.55274
C -2.08542 1.21283 -2.89522
H -2.13804 1.74777 -3.83844
O -3.62826 -0.28019 2.43215
H 4.48326 -0.51157 -2.78065
H -1.32144 -1.18926 -1.55388
O 2.08578 -0.19190 1.84784
H 1.35778 -3.75632 -0.15756
H 2.30231 -1.53363 -3.53638
H -2.46557 1.14760 0.02495
H 0.67625 -3.26553 1.22643
H -2.48043 0.20723 -2.98952
O 1.42217 1.69083 3.90723
H 0.90614 -3.30307 -2.47488
O -4.59331 2.41923 -0.02889
H -4.40039 -0.79947 2.68136
H -4.02943 0.22482 1.70292
H 0.35297 -2.91294 3.94620
H 1.11130 3.67368 -0.63878

Atom charges from the Löwdin analysis, given in e for atoms 1 to 5:
1. O -0.038
2. O -0.084
3. H 0.006
4. O -0.059
5. H 0.055


Which structure loses on stability? *A* does.


*A*
ORCA calculation (wB97M-V/def2-TZVPD) on one molecule with the formula C3H7O2P.

For the orbital gap, the calculation gives 9.916 eV. Its spin multiplicity is 1. The HOMO energy comes out at -9.27 eV.

Cartesian coordinates (Å):
C -1.68102 -0.71528 0.39614
H -1.16477 -0.60409 1.44570
H 0.42071 1.67677 -0.94418
H 0.30665 1.14311 0.70540
P 1.62550 -0.36242 -0.53450
O -2.23120 0.51140 -0.01307
O 2.57145 0.31680 0.63182
C 0.21285 0.82401 -0.32421
H -2.25342 -1.51967 0.18222
H 3.56176 0.26113 0.41334
C -1.01803 0.14012 -0.64420
H 0.87052 -1.40282 0.39562
H -1.22100 -0.26906 -1.71006

Atom charges from the Löwdin analysis, given in e for atoms 1 to 5:
1. C -0.145
2. H 0.147
3. H 0.075
4. H 0.087
5. P 0.825


*B*
ORCA calculation (wB97M-V/def2-TZVPD) on one molecule with the formula C3H7O2P.

For the orbital gap, the calculation gives 10.372 eV. Its spin multiplicity is 1. The HOMO energy comes out at -9.38 eV.

Cartesian coordinates (Å):
C -0.81540 0.81370 -0.11987
H 1.41544 0.70354 1.48551
C -1.80995 -0.14989 -0.40369
H -0.99501 1.90414 -0.12999
H 0.92754 -1.98497 1.06978
O 1.64105 1.11544 0.61407
O -1.45956 0.09071 0.93670
H -1.36010 -1.10748 -0.72427
P 1.17887 -1.48979 -0.30170
C 0.70843 0.40432 -0.31137
H 0.95356 0.70876 -1.35488
H 2.47474 -1.16568 0.04568
H -2.85961 0.15720 -0.80598

Atom charges from the Löwdin analysis, given in e for atoms 1 to 5:
1. C -0.302
2. H 0.088
3. C -0.184
4. H 0.153
5. H -0.083


Which structure loses on stability? *B* does.


*A*
ORCA calculation (wB97M-V/def2-TZVPD) on a 2-piece molecular cluster, C3H8NOS overall.

For the orbital gap, the calculation gives 9.722 eV. Its spin multiplicity is 1. The HOMO energy comes out at -14.43 eV. As for the net charge: +1.

Cartesian coordinates (Å):
H -0.65380 -0.41571 -2.54414
H -0.30888 0.95837 -1.46644
N -0.01267 0.10849 -1.91122
C -0.41546 -0.87037 -0.10457
H 0.89827 2.44048 0.55873
H -0.73316 -2.59780 0.77079
H -0.33110 1.77609 2.30528
S -1.29279 0.30769 0.68663
H 0.55442 0.29382 2.38430
H 0.88898 0.17644 -2.39052
C -0.33444 -2.11360 -0.11808
O 1.14144 1.54960 0.87708
H 0.38274 -2.67536 -0.75595
C 0.21645 1.06186 1.70811

Atom charges from the Löwdin analysis, given in e for atoms 1 to 5:
1. H 0.121
2. H 0.028
3. N 0.135
4. C -0.508
5. H 0.134


*B*
ORCA calculation (wB97M-V/def2-TZVPD) on C3H8NOS as an isolated structure.

For the orbital gap, the calculation gives 10.086 eV. Its spin multiplicity is 1. The HOMO energy comes out at -13.77 eV. As for the net charge: +1.

Cartesian coordinates (Å):
C -0.15248 0.74182 0.28907
H -1.56414 1.49011 -0.98446
S 1.68820 0.96047 -0.24415
N -0.94711 0.59316 -1.07754
H -0.25124 2.27393 1.59126
H -1.51526 -0.18178 -1.22951
H 1.49406 -1.56345 -0.80140
H 0.63990 -0.18852 1.87814
H 2.30605 -1.25676 0.65918
C 0.28994 -0.59708 0.88826
H -0.33762 0.79760 -1.86977
C 1.53829 -0.88202 0.07100
O -0.74330 1.61184 1.09690
H -0.45476 -1.44134 0.96678

Atom charges from the Löwdin analysis, given in e for atoms 1 to 5:
1. C -0.701
2. H 0.216
3. S 0.932
4. N 0.245
5. H 0.149


Which structure loses on stability? *A* does.